(1)
24
Properties=species:S:1:pos:R:3 method="wB97M-V/def2-TZVPD" gap_ev=9.43 smiles="CC1=CC=CC(N(F)F)(N(F)F)[C@H]1C" fmax_ev_per_a=1.4 relative_energy_kj_mol=512.1 mol_weight_g_mol=210.2 lumo_energy_ha=0.015
C 1.8387 -1.9004 0.5832
C 1.1227 -0.5978 0.4862
C 1.4583 0.4923 1.1823
C 0.7164 1.7259 1.0403
C -0.4749 1.7517 0.4459
C -1.0886 0.4490 -0.0157
N -1.9794 0.7458 -1.1251
F -2.6069 -0.4094 -1.5806
F -3.0448 1.5303 -0.7131
N -1.6375 -0.1580 1.2036
F -2.6175 0.6474 1.7586
F -2.3305 -1.3310 0.9126
C -0.0041 -0.5244 -0.5198
C 0.5639 -0.0680 -1.8700
H 1.1900 -2.6368 1.0574
H 2.7456 -1.8069 1.1728
H 2.0934 -2.2776 -0.4052
H 2.2976 0.4825 1.8600
H 1.1527 2.6333 1.4275
H -1.0683 2.6441 0.3404
H -0.4540 -1.5142 -0.6439
H 0.9541 0.9429 -1.7894
H -0.1993 -0.0902 -2.6421
H 1.3725 -0.7304 -2.1659

***

(2)
48
Properties=species:S:1:pos:R:3 method="wB97M-V/def2-TZVPD" gap_ev=8.41 smiles="Cn1c(=O)c2c(nc3n2[C@@H](C(=O)Nc2ccc(-c4nccs4)cc2)CC3)n(C)c1=O" fmax_ev_per_a=3.2 relative_energy_kj_mol=0.8 mol_weight_g_mol=422.5 lumo_energy_ha=0.012
C -0.6134 -3.3353 3.1284
N -0.6505 -1.8953 3.3453
C 0.0973 -1.0517 2.5569
O 0.7862 -1.3588 1.5946
C -0.0527 0.3455 2.7493
C -0.9713 0.8440 3.5943
N -0.8715 2.2460 3.6252
C 0.1378 2.5186 2.8278
N 0.6684 1.3873 2.2564
C 1.8992 1.6457 1.4742
C 1.6481 1.4899 -0.0610
O 1.7332 2.5113 -0.7149
N 1.3848 0.2463 -0.6325
C 1.0210 -0.0116 -1.9607
C 0.2402 -1.1579 -2.1544
C -0.1058 -1.5642 -3.4527
C 0.3301 -0.8725 -4.5701
C -0.1642 -1.2166 -5.9182
N -0.8503 -2.3207 -6.1023
C -1.2962 -2.3963 -7.4297
C -0.8224 -1.3737 -8.2529
S 0.1579 -0.2443 -7.3233
C 1.1539 0.2592 -4.3652
C 1.4759 0.6923 -3.0657
C 2.2073 3.1246 1.9700
C 0.8581 3.7540 2.3771
N -1.7471 0.0061 4.3625
C -2.8777 0.5277 5.1881
C -1.5983 -1.3508 4.2132
O -2.3750 -2.0751 4.8495
H -0.9634 -3.9146 3.9656
H 0.4271 -3.6485 2.9019
H -1.2154 -3.5671 2.2441
H 2.6893 0.9750 1.7589
H 1.1306 -0.4720 0.0244
H -0.0713 -1.6814 -1.3002
H -0.7650 -2.4072 -3.5541
H -1.9971 -3.1621 -7.6975
H -1.1638 -1.2203 -9.2659
H 1.5009 0.8185 -5.2164
H 2.1644 1.5080 -2.9340
H 2.8723 3.0649 2.8370
H 2.7563 3.6916 1.1995
H 0.9256 4.5149 3.1988
H 0.3440 4.1741 1.5332
H -2.9140 -0.0233 6.1505
H -3.8237 0.3978 4.6737
H -2.6996 1.5780 5.3713

***

(3)
9
Properties=species:S:1:pos:R:3 method="wB97M-V/def2-TZVPD" gap_ev=6.87 fmax_ev_per_a=4.5 relative_energy_kj_mol=0.0 mol_weight_g_mol=155.9 lumo_energy_ha=0.122 charge=-1
C 0.7913 0.4806 2.3959
C -0.9585 -1.6000 -0.0182
C 0.0012 -0.6993 -0.1853
O 0.7631 -0.5043 2.9502
O 0.8512 1.3991 1.7485
O -1.1025 -2.7770 0.1792
Cl -2.6620 -0.6063 0.2138
Cl 1.6474 -1.2364 -0.2695
H -0.0892 0.3816 -0.0327

***

(4)
14
Properties=species:S:1:pos:R:3 method="wB97M-V/def2-TZVPD" gap_ev=11.20 smiles=CC[C@@H](N)C#N fmax_ev_per_a=1.3 relative_energy_kj_mol=33.0 mol_weight_g_mol=84.1 lumo_energy_ha=0.032
C -1.8057 0.2586 -0.0353
C -0.6131 -0.6925 -0.1566
C 0.7255 -0.0789 0.3159
N 1.8643 -0.8482 -0.1705
C 0.8862 1.3954 0.0931
N 1.1299 2.5273 0.0275
H -1.7708 1.0684 -0.7755
H -1.8429 0.7177 0.9631
H -2.7345 -0.3058 -0.1754
H -0.7583 -1.5328 0.5239
H -0.5317 -1.1225 -1.1686
H 0.7217 -0.1653 1.4076
H 2.0029 -0.7130 -1.1693
H 2.7179 -0.5348 0.2828